Here is C14H32BeN3O7 as an isolated structure at a distorted geometry from the Open Molecules 2025 dataset. Energies are from ωB97M-V with the def2-TZVPD basis set.

Each line ends with the natural charge from an NBO analysis.
Atoms and positions in Å:
1 Be 0.557 0.504 0.347  0.91
2 C -0.992 3.062 -3.394  -0.65
3 C -0.103 3.128 -2.101  0.12
4 C -0.797 3.717 -0.820  -0.65
5 O 0.661 1.959 -1.827  -0.97
6 H -1.872 2.427 -3.498  0.19
7 H -0.433 2.769 -4.283  0.20
8 H -1.255 4.119 -3.432  0.17
9 H 0.665 3.835 -2.414  0.10
10 H -1.468 3.037 -0.295  0.21
11 H -1.307 4.663 -1.004  0.15
12 H -0.023 4.074 -0.141  0.20
13 C -0.964 -2.906 0.979  -0.65
14 C -1.914 -1.663 1.144  0.12
15 C -2.050 -1.280 2.627  -0.66
16 O -1.769 -0.518 0.335  -0.98
17 H -1.178 -3.366 0.015  0.18
18 H -0.949 -3.625 1.798  0.18
19 H 0.086 -2.625 0.895  0.22
20 H -2.885 -2.139 1.006  0.08
21 H -1.259 -0.571 2.871  0.23
22 H -1.737 -2.147 3.210  0.17
23 H -3.079 -1.102 2.940  0.18
24 C 3.705 0.397 3.313  -0.73
25 C 2.804 0.287 2.115  0.74
26 O 2.835 1.092 1.196  -0.75
27 O 2.025 -0.662 2.018  -0.82
28 H 4.752 0.143 3.148  0.20
29 H 3.440 -0.379 4.032  0.20
30 H 3.668 1.376 3.791  0.21
31 O -0.371 -1.372 -4.607  -0.71
32 C -0.734 -1.623 -3.485  0.65
33 N -0.696 -0.699 -2.592  -0.80
34 C -1.211 -2.987 -3.042  -0.70
35 H -1.173 -0.740 -1.703  0.44
36 H -0.213 0.167 -2.784  0.45
37 H -2.287 -3.081 -3.189  0.21
38 H -1.078 -2.972 -1.960  0.23
39 H -0.622 -3.788 -3.487  0.20
40 O 2.074 -1.078 -1.072  -0.62
41 C 2.389 -2.299 -1.227  0.66
42 N 2.674 -3.045 -0.196  -0.83
43 C 2.576 -2.976 -2.616  -0.72
44 H 3.044 -3.969 -0.367  0.38
45 H 2.656 -2.478 0.640  0.46
46 H 2.609 -2.197 -3.378  0.26
47 H 1.780 -3.674 -2.877  0.22
48 H 3.421 -3.663 -2.573  0.19
49 O -0.110 1.785 2.470  -0.66
50 C -1.202 2.331 2.725  0.66
51 N -2.327 1.964 2.165  -0.83
52 C -1.251 3.602 3.576  -0.74
53 H -3.064 2.641 2.298  0.37
54 H -2.299 1.129 1.597  0.48
55 H -0.993 4.310 2.788  0.24
56 H -0.490 3.534 4.353  0.23
57 H -2.264 3.574 3.977  0.19

Calculated values
Charge: -2
⟨S²⟩: 0.753
DFT total energy (eV): -34238.230
Kohn-Sham gap (alpha / beta) (eV): 2.65 / 5.64
2S+1: 2

=====

Here is one molecule with the formula C7H16NO2PS at a distorted geometry from the Open Molecules 2025 dataset. Energies are from ωB97M-V with the def2-TZVPD basis set.

Each line ends with the natural charge from an NBO analysis.
Atoms and positions in Å:
1 C 0.825 0.293 1.212  -0.18
2 C -0.228 0.730 0.260  0.20
3 C -2.545 0.283 -0.599  -0.59
4 C -1.893 2.051 1.132  -0.60
5 C -1.795 -0.495 1.613  -0.60
6 C 4.017 -1.739 -1.803  -0.26
7 C -1.638 0.664 0.640  -0.16
8 N 0.330 -1.247 -0.704  -1.10
9 O 2.028 0.189 0.495  -0.79
10 O 2.889 -1.692 -0.978  -0.80
11 P 1.812 -0.511 -1.096  1.89
12 S 2.186 0.746 -2.606  -0.62
13 H 0.958 1.087 1.999  0.21
14 H 0.543 -0.687 1.633  0.22
15 H 0.322 1.337 -0.533  0.26
16 H -2.469 0.861 -1.510  0.22
17 H -3.525 0.310 -0.336  0.21
18 H -2.471 -0.747 -0.908  0.21
19 H -2.793 1.957 1.755  0.22
20 H -1.193 2.449 1.736  0.22
21 H -2.276 2.662 0.318  0.23
22 H -2.864 -0.677 1.828  0.22
23 H -1.363 -0.083 2.492  0.20
24 H -1.313 -1.367 1.384  0.23
25 H 3.904 -0.916 -2.569  0.21
26 H 4.101 -2.546 -2.395  0.18
27 H 4.831 -1.580 -1.095  0.19
28 H -0.381 -1.329 -1.366  0.37

Calculated values
Charge: 0
DFT total energy (eV): -33225.681
Kohn-Sham gap (eV): 8.37
ΔE to the lowest compared entry with this formula, charge and spin (kJ/mol): 350.3
2S+1: 1

=====

Here is a 2-piece molecular cluster, C3H4N2O overall at a distorted geometry from the Open Molecules 2025 dataset. Energies are from ωB97M-V with the def2-TZVPD basis set.

Each line ends with the natural charge from an NBO analysis.
Atoms and positions in Å:
1 N -1.961 -0.860 -1.204  -0.60
2 C -1.517 -0.063 -0.418  0.48
3 C -0.786 0.611 0.426  -0.77
4 O 1.615 -0.921 0.358  -0.67
5 C 2.553 -0.068 0.301  0.54
6 N 3.422 0.675 0.256  -0.45
7 H 0.710 -0.509 0.311  0.52
8 H -2.879 -0.823 -1.618  0.40
9 H -0.242 1.482 0.103  0.27
10 H -0.914 0.475 1.486  0.27

Calculated values
Charge: 0
DFT total energy (eV): -8201.093
Kohn-Sham gap (eV): 10.60
ΔE to the lowest compared entry with this formula, charge and spin (kJ/mol): 269.5
2S+1: 1
SMILES string: C=C=N.N#CO

=====

Here is C28H33GeN3O3PbTe as an isolated structure from the Open Molecules 2025 dataset. Energies are from ωB97M-V with the def2-TZVPD basis set.

Each line ends with the natural charge from an NBO analysis.
Atoms and positions in Å:
1 Pb 0.824 -1.146 1.138  1.24
2 O 1.231 3.676 2.029  -0.68
3 C -0.059 4.023 2.095  0.35
4 C -0.363 5.382 2.223  -0.29
5 C -1.675 5.802 2.306  -0.20
6 C -2.715 4.877 2.263  -0.29
7 C -2.416 3.531 2.143  -0.16
8 C -1.101 3.081 2.060  -0.14
9 C -0.793 1.624 1.943  0.57
10 O 0.391 1.287 1.608  -0.79
11 N -1.785 0.817 2.217  -0.49
12 N -1.437 -0.514 2.098  -0.33
13 C -2.402 -1.312 2.364  0.10
14 C -2.411 -2.766 2.294  -0.24
15 C -3.661 -3.386 2.305  -0.10
16 C -3.809 -4.760 2.254  -0.35
17 C -2.658 -5.547 2.204  -0.20
18 C -1.406 -4.969 2.207  -0.32
19 C -1.228 -3.562 2.250  0.41
20 O -0.053 -3.045 2.274  -0.81
21 H 1.243 2.711 1.800  0.52
22 H 0.460 6.084 2.237  0.21
23 H -1.892 6.860 2.393  0.19
24 H -3.745 5.205 2.317  0.19
25 H -3.199 2.787 2.112  0.23
26 H -3.356 -0.847 2.635  0.17
27 H -4.542 -2.752 2.349  0.18
28 H -4.793 -5.212 2.250  0.19
29 H -2.744 -6.628 2.161  0.19
30 H -0.510 -5.576 2.170  0.20
31 N 3.094 -0.466 -1.884  -0.83
32 C 2.451 0.314 -1.242  0.26
33 H 3.746 -0.278 -2.642  0.41
34 C 6.455 5.755 -6.497  -0.61
35 C 5.620 5.135 -5.406  -0.07
36 C 5.548 3.760 -5.242  -0.23
37 C 4.782 3.179 -4.234  -0.06
38 C 4.746 1.680 -4.124  -0.65
39 C 4.050 3.976 -3.336  -0.26
40 Te 2.894 3.085 -1.787  -0.30
41 C 4.120 5.374 -3.507  0.06
42 C 3.361 6.289 -2.589  -0.66
43 C 4.892 5.923 -4.523  -0.27
44 H 6.910 4.985 -7.123  0.20
45 H 7.262 6.368 -6.087  0.20
46 H 5.856 6.400 -7.144  0.20
47 H 6.102 3.116 -5.921  0.18
48 H 5.359 1.214 -4.899  0.19
49 H 3.715 1.326 -4.210  0.23
50 H 5.105 1.370 -3.138  0.22
51 H 2.295 6.055 -2.609  0.23
52 H 3.510 7.335 -2.866  0.18
53 H 3.673 6.138 -1.554  0.23
54 H 4.925 7.005 -4.628  0.18
55 C -0.818 1.057 -2.347  -1.09
56 Ge -1.657 -0.578 -1.682  1.64
57 C -3.273 -0.083 -0.680  -1.10
58 C -2.372 -1.532 -3.273  -1.09
59 C -0.390 -1.710 -0.764  -1.42
60 H -1.542 1.650 -2.910  0.21
61 H 0.023 0.831 -3.001  0.23
62 H -0.429 1.671 -1.537  0.25
63 H -3.950 0.432 -1.366  0.21
64 H -3.047 0.577 0.154  0.25
65 H -3.782 -0.969 -0.295  0.22
66 H -3.058 -0.880 -3.820  0.21
67 H -2.914 -2.432 -2.976  0.21
68 H -1.565 -1.825 -3.946  0.21
69 H 0.413 -1.929 -1.477  0.22
70 H -0.858 -2.660 -0.488  0.23

Calculated values
Charge: -2
DFT total energy (eV): -109241.691
Kohn-Sham gap (eV): 5.52
ΔE to the lowest compared entry with this formula, charge and spin (kJ/mol): 134.9
2S+1: 1

=====

Here is one molecule with the formula C5H11O2P at a distorted geometry from the Open Molecules 2025 dataset. Energies are from ωB97M-V with the def2-TZVPD basis set.

Each line ends with the natural charge from an NBO analysis.
Atoms and positions in Å:
1 C 0.235 -1.020 -0.975  -0.71
2 C -0.959 -2.005 -1.074  -0.01
3 C -1.180 -2.429 0.469  0.44
4 C 1.014 1.212 0.831  -0.85
5 C 0.837 2.639 1.232  -0.63
6 O -0.861 -3.012 -2.024  -0.67
7 O -0.970 -1.704 1.401  -0.51
8 P -0.315 0.483 -0.038  1.05
9 H 1.159 -1.310 -0.493  0.25
10 H 0.485 -0.513 -1.932  0.25
11 H -1.804 -1.388 -1.193  0.20
12 H -1.365 -3.637 0.505  0.10
13 H 1.047 0.531 1.645  0.19
14 H 1.135 3.413 0.469  0.20
15 H 1.246 2.780 2.194  0.22
16 H -0.234 2.681 1.345  0.18
17 H -0.228 -3.699 -1.625  0.47
18 H -1.713 0.391 0.279  -0.09
19 H -0.451 1.158 -1.208  -0.08

Calculated values
Charge: 0
DFT total energy (eV): -18742.493
Kohn-Sham gap (eV): 7.12
ΔE to the lowest compared entry with this formula, charge and spin (kJ/mol): 368.1
2S+1: 1
SMILES string: CC=[PH2]C[C@@H](O)C=O

=====

Here is one molecule with the formula CH3O3PS at a distorted geometry from the Open Molecules 2025 dataset. Energies are from ωB97M-V with the def2-TZVPD basis set.

Each line ends with the natural charge from an NBO analysis.
Atoms and positions in Å:
1 C 0.333 -1.103 -0.146  -0.89
2 O 0.094 1.549 -0.491  -1.07
3 O 0.035 1.365 2.016  -1.01
4 O -1.801 -0.092 -1.041  -0.92
5 P 0.385 2.296 0.911  1.56
6 S -0.395 0.143 -1.231  1.55
7 H 1.485 -1.020 -0.136  0.24
8 H -0.360 -1.046 0.787  0.28
9 H 0.225 -2.092 -0.668  0.25

Calculated values
Charge: 0
DFT total energy (eV): -27351.736
Kohn-Sham gap (eV): 9.18
ΔE to the lowest compared entry with this formula, charge and spin (kJ/mol): 106.1
2S+1: 1

=====

The highest 2S+1 belongs to which entry? C14H32BeN3O7